Record 1
# C25H21N10Sn

A structure of composition C25H21N10Sn (ωB97M-V with the def2-TZVPD basis set, the Open Molecules 2025 dataset).

## Properties
- Total charge: +3
- HOMO energy (spin up / spin down): -16.685 / -16.685 eV
- Spin multiplicity: 1

CARTESIAN COORDINATES (ANGSTROEM)
Sn (-0.34388, -0.29420, -1.14804)
C (-0.96434, 1.73205, 1.54327)
N (-1.48913, 1.67445, 0.16994)
C (-1.71597, 2.98432, -0.44971)
C (-0.51396, 3.48055, -1.19260)
N (0.60669, 2.76617, -1.38457)
C (1.41835, 3.56848, -2.08699)
C (2.74260, 3.31416, -2.56986)
C (3.35596, 4.30781, -3.26721)
C (2.70115, 5.54867, -3.49910)
C (1.39170, 5.83154, -3.03465)
C (0.78635, 4.83155, -2.34135)
N (-0.45917, 4.70769, -1.72910)
C (0.04770, 0.65460, 1.78097)
N (0.58886, -0.09999, 0.83422)
C (1.60054, -0.85661, 1.46233)
C (2.54924, -1.73808, 0.94430)
C (3.43631, -2.30227, 1.83763)
C (3.39540, -2.00173, 3.21039)
C (2.48329, -1.10625, 3.72697)
C (1.59880, -0.53921, 2.81608)
N (0.59873, 0.41889, 2.97376)
H (-1.76351, 1.68716, 2.28744)
H (-0.45254, 2.68728, 1.68630)
H (-2.37438, 1.18148, 0.18109)
H (-1.99226, 3.74487, 0.29003)
H (-2.55937, 2.92243, -1.14186)
H (3.21857, 2.36270, -2.37814)
H (4.35469, 4.17045, -3.65722)
H (3.22343, 6.31637, -4.05618)
H (0.92976, 6.78855, -3.23624)
H (-1.18330, 5.41241, -1.70200)
H (2.62452, -1.94032, -0.11516)
H (4.19527, -2.98141, 1.47323)
H (4.11136, -2.46891, 3.87223)
H (2.47310, -0.84907, 4.77731)
H (0.37286, 0.89736, 3.83367)
N (-5.39353, -3.49426, 0.99514)
C (-4.33758, -2.78817, 0.60706)
C (-3.13366, -2.77714, 1.35458)
C (-2.06871, -2.05079, 0.91193)
N (-2.09110, -1.30966, -0.22213)
C (-3.24092, -1.32012, -0.94230)
C (-4.35683, -2.01167, -0.57818)
H (-5.36920, -4.06328, 1.82548)
H (-6.23849, -3.52086, 0.44793)
H (-3.04819, -3.35169, 2.26694)
H (-1.13869, -2.04913, 1.46842)
H (-3.23754, -0.75645, -1.87084)
H (-5.23639, -1.98421, -1.20658)
N (0.39316, -2.74780, -0.95766)
C (0.83569, -3.80847, -0.92787)
C (1.42526, -5.09684, -0.85188)
C (2.77828, -5.16065, -0.47953)
N (3.87709, -5.16479, -0.12498)
C (0.63777, -6.22688, -1.10741)
N (-0.04986, -7.13105, -1.31929)

=====

Record 2
# C45H90O45

A cluster of 15 separate species, C45H90O45 in total (ωB97M-V with the def2-TZVPD basis set, the Open Molecules 2025 dataset).

## Properties
- Total charge: 0
- HOMO energy: -10.593 eV
- Spin multiplicity: 1

CARTESIAN COORDINATES (ANGSTROEM)
C (2.53541, -2.26374, 6.85750)
O (1.90236, -1.57154, 5.77891)
C (1.47654, -2.35239, 4.79598)
O (1.37719, -3.54389, 4.81902)
O (1.03816, -1.56224, 3.81503)
C (0.67541, -2.17759, 2.59309)
H (3.34055, -2.85586, 6.43006)
H (1.81359, -2.90011, 7.36484)
H (2.96594, -1.56267, 7.56268)
H (1.35936, -2.98752, 2.33790)
H (0.74721, -1.45291, 1.78340)
H (-0.35371, -2.53723, 2.61578)
C (-5.71203, -0.49805, 1.42482)
O (-6.92272, -0.66392, 0.73236)
C (-8.00099, -0.16655, 1.30264)
O (-8.00118, 0.54176, 2.23605)
O (-9.08983, -0.49834, 0.64967)
C (-9.11852, -1.73112, -0.06848)
H (-5.78234, -1.00209, 2.39045)
H (-5.38588, 0.52609, 1.61739)
H (-4.90466, -0.92841, 0.83598)
H (-8.38815, -1.76363, -0.88149)
H (-10.11122, -1.82514, -0.49186)
H (-8.87786, -2.57344, 0.58250)
C (-3.34626, 1.10354, 3.50682)
O (-2.92483, 2.29972, 2.88231)
C (-1.64614, 2.58053, 2.72217)
O (-0.75646, 1.98954, 3.25075)
O (-1.54589, 3.56723, 1.86004)
C (-0.25655, 4.10491, 1.65206)
H (-4.29260, 1.26916, 4.01785)
H (-2.65738, 0.61806, 4.19396)
H (-3.57746, 0.41619, 2.68593)
H (-0.01594, 4.81111, 2.44919)
H (-0.18479, 4.71287, 0.75152)
H (0.51462, 3.34721, 1.60474)
C (4.99767, 0.88395, 5.57575)
O (4.75288, 0.20981, 4.34668)
C (4.79568, -1.10483, 4.31185)
O (5.22592, -1.81006, 5.16964)
O (4.26299, -1.51392, 3.16700)
C (4.49099, -2.85066, 2.74660)
H (4.59745, 1.88702, 5.47330)
H (6.04917, 0.87717, 5.84474)
H (4.39566, 0.42000, 6.36081)
H (3.58929, -3.07669, 2.17953)
H (4.47718, -3.60148, 3.53638)
H (5.37872, -2.93872, 2.13307)
C (-4.76304, 3.17520, 0.41224)
O (-5.56475, 3.33369, 1.55342)
C (-6.80314, 3.75959, 1.34092)
O (-7.31163, 3.93391, 0.27960)
O (-7.35676, 3.96557, 2.52839)
C (-8.76462, 4.24555, 2.58330)
H (-5.36118, 2.84171, -0.43731)
H (-3.90891, 2.51515, 0.48937)
H (-4.39066, 4.15282, 0.09750)
H (-8.99840, 4.14600, 3.64329)
H (-9.35230, 3.48737, 2.07156)
H (-8.95142, 5.26962, 2.27079)
C (0.05726, 0.36479, -4.39333)
O (0.63309, 1.30251, -5.26769)
C (1.82906, 1.02494, -5.76477)
O (2.46811, 0.06541, -5.57964)
O (2.16619, 2.04681, -6.53030)
C (3.45860, 1.97759, -7.09307)
H (0.74394, 0.03621, -3.61383)
H (-0.36881, -0.53987, -4.83992)
H (-0.82801, 0.82474, -3.95898)
H (3.51804, 1.09420, -7.74107)
H (4.27479, 1.89947, -6.38085)
H (3.56184, 2.81602, -7.77388)
C (2.87747, -4.39349, -1.00590)
O (4.29456, -4.52774, -1.13930)
C (5.06001, -3.51506, -0.76261)
O (4.66891, -2.45855, -0.41648)
O (6.33321, -3.84035, -0.95413)
C (7.33075, -2.83362, -0.65859)
H (2.63811, -4.05258, 0.00141)
H (2.45620, -5.35535, -1.25984)
H (2.51490, -3.62455, -1.69026)
H (8.31491, -3.25034, -0.82897)
H (7.26406, -2.53139, 0.38765)
H (7.13935, -1.97770, -1.30601)
C (-3.14119, -3.08693, -5.20934)
O (-4.25409, -2.19638, -5.12712)
C (-4.12158, -1.10863, -4.41214)
O (-3.12531, -0.62897, -3.96527)
O (-5.30692, -0.58351, -4.27331)
C (-5.35268, 0.70356, -3.65951)
H (-3.17179, -3.73615, -6.07805)
H (-3.14743, -3.73856, -4.34669)
H (-2.21328, -2.51554, -5.24895)
H (-5.31452, 0.54975, -2.57609)
H (-6.27906, 1.18147, -3.94103)
H (-4.45522, 1.29207, -3.85387)
C (-4.37476, -3.80102, 0.59751)
O (-5.66579, -4.24763, 0.27303)
C (-6.57297, -4.32424, 1.23314)
O (-6.44227, -3.92922, 2.34997)
O (-7.63431, -4.94900, 0.75343)
C (-8.68944, -5.20035, 1.67360)
H (-4.37459, -3.05490, 1.39433)
H (-3.92636, -3.40940, -0.30133)
H (-3.79238, -4.61924, 1.02384)
H (-8.39177, -5.92580, 2.43249)
H (-9.51434, -5.61301, 1.10428)
H (-8.98854, -4.28806, 2.18950)
C (10.24275, 3.33821, 2.04644)
O (8.86965, 3.13957, 2.41143)
C (8.23306, 2.13397, 1.78665)
O (8.74636, 1.27761, 1.12310)
O (6.93085, 2.23405, 2.07083)
C (5.99747, 1.29841, 1.59428)
H (10.79752, 3.48867, 2.97323)
H (10.29377, 4.33357, 1.58647)
H (10.67734, 2.60724, 1.38098)
H (5.46350, 1.62996, 0.69948)
H (5.24155, 1.11642, 2.34650)
H (6.42440, 0.33237, 1.31671)
C (2.67928, -0.39865, -0.27351)
O (1.40086, 0.26947, -0.14208)
C (0.44683, -0.37754, -0.74929)
O (0.54960, -1.48241, -1.17960)
O (-0.65249, 0.33109, -0.63021)
C (-1.89441, -0.10765, -1.19328)
H (2.64417, -1.21744, 0.44028)
H (3.42323, 0.33968, -0.00309)
H (2.81597, -0.82303, -1.26022)
H (-2.00881, -1.15708, -1.44948)
H (-2.21859, 0.58059, -1.96890)
H (-2.62237, 0.02264, -0.37688)
C (-0.91973, -8.33157, -4.29352)
O (-0.06217, -7.28630, -3.86305)
C (-0.59956, -6.06807, -3.80441)
O (-1.76299, -5.85711, -4.01875)
O (0.38421, -5.26420, -3.49535)
C (0.10193, -3.87620, -3.34426)
H (-1.74150, -8.44296, -3.57798)
H (-0.35566, -9.24867, -4.12124)
H (-1.26669, -8.25603, -5.31720)
H (-0.84551, -3.75014, -2.82259)
H (0.06711, -3.34711, -4.29054)
H (0.82232, -3.48213, -2.63897)
C (5.31017, 5.35919, 2.29312)
O (4.86432, 4.13560, 2.84186)
C (3.59961, 3.80128, 2.69038)
O (2.73866, 4.42192, 2.14839)
O (3.46404, 2.63710, 3.28245)
C (2.24192, 1.92299, 3.33028)
H (6.36034, 5.22033, 2.04298)
H (5.25095, 6.16068, 3.02762)
H (4.77542, 5.61579, 1.38100)
H (2.48714, 0.90836, 3.62649)
H (1.66854, 1.84833, 2.40895)
H (1.58231, 2.37083, 4.07330)
C (-0.41305, 3.32481, -2.33488)
O (-1.14278, 4.47272, -1.95606)
C (-2.43213, 4.60686, -2.20232)
O (-3.23905, 3.80334, -2.54930)
O (-2.71941, 5.86371, -1.89832)
C (-4.08893, 6.23820, -1.79764)
H (-0.85734, 2.74040, -3.13810)
H (-0.26594, 2.61835, -1.51269)
H (0.58419, 3.62293, -2.65082)
H (-4.15486, 7.24893, -1.40658)
H (-4.64727, 5.57571, -1.13932)
H (-4.52913, 6.25134, -2.79747)
C (3.19538, 3.55486, -0.85356)
O (4.32182, 2.74040, -1.17999)
C (4.21254, 1.90901, -2.22466)
O (3.41690, 1.97671, -3.09474)
O (5.19784, 1.03083, -2.10131)
C (5.15166, -0.04483, -3.07151)
H (2.53147, 3.01575, -0.16773)
H (2.60861, 3.83461, -1.72337)
H (3.55795, 4.41630, -0.30202)
H (4.95065, 0.38355, -4.04588)
H (4.44074, -0.78546, -2.71888)
H (6.13779, -0.50037, -3.04369)

=====

Record 3
# C3H3F3O2

A structure of composition C3H3F3O2 (ωB97M-V with the def2-TZVPD basis set, the Open Molecules 2025 dataset).

## Properties
- Total charge: 0
- HOMO energy: -10.084 eV
- Spin multiplicity: 1

CARTESIAN COORDINATES (ANGSTROEM)
C (-0.00338, 0.22045, -0.25961)
C (-0.62803, 0.89090, -1.19046)
C (0.61343, -1.69937, 0.90620)
O (0.20233, -1.12231, -0.27392)
O (-0.81659, 2.77483, -1.35417)
F (-1.04267, 0.37268, -2.30133)
F (-0.12776, -1.31041, 1.99586)
F (-0.92278, 3.25797, -0.04928)
H (0.64297, 0.73807, 0.56115)
H (1.59985, -1.41780, 1.11640)
H (0.48263, -2.70501, 0.84916)

=====

Record 4
# C33H61NO7

A cluster of 8 separate species, C33H61NO7 in total (ωB97M-V with the def2-TZVPD basis set, the Open Molecules 2025 dataset).

## Properties
- Total charge: 0
- HOMO energy: -9.367 eV
- Structure (SMILES): c1ccncc1.C1CCOC1.C1CCOC1.C1CCOC1.C1CCOC1.C1CCOC1.C1CCOC1.C1CCOC1
- Spin multiplicity: 1

CARTESIAN COORDINATES (ANGSTROEM)
C (2.45057, -4.25905, 7.92155)
C (3.64048, -4.63423, 7.03980)
C (3.37938, -3.92564, 5.71854)
O (2.63794, -2.79382, 6.17213)
C (1.85465, -3.01129, 7.30943)
H (2.73922, -4.14680, 8.96662)
H (1.70587, -5.04624, 7.80392)
H (3.93497, -5.66625, 6.84919)
H (4.47742, -4.06065, 7.43809)
H (2.80159, -4.60428, 5.09108)
H (4.31150, -3.62305, 5.24139)
H (0.82825, -3.10486, 6.95467)
H (2.01709, -2.15209, 7.96018)
C (-6.36173, -3.79517, -5.24758)
C (-5.83425, -5.19747, -5.38917)
C (-6.91640, -5.99624, -4.67760)
O (-7.35809, -5.13199, -3.67845)
C (-6.96032, -3.74627, -3.82910)
H (-7.14567, -3.67610, -5.99549)
H (-5.57410, -3.05740, -5.40065)
H (-4.90285, -5.20824, -4.82306)
H (-5.69881, -5.46956, -6.43593)
H (-6.54991, -6.93808, -4.26930)
H (-7.77157, -6.11728, -5.34253)
H (-6.06536, -3.61382, -3.22116)
H (-7.79265, -3.05806, -3.68175)
C (7.62529, 0.17949, -3.76561)
C (7.59126, 0.13735, -2.22997)
C (8.53191, -1.07565, -1.97622)
O (8.57120, -1.89744, -3.19913)
C (7.69364, -1.30316, -4.16428)
H (8.58934, 0.56046, -4.10261)
H (6.74570, 0.76163, -4.04043)
H (6.64090, -0.18848, -1.80718)
H (7.96742, 1.02304, -1.71797)
H (8.18881, -1.67772, -1.13485)
H (9.47402, -0.58330, -1.73512)
H (6.72055, -1.79417, -4.15366)
H (8.12479, -1.43657, -5.15645)
C (-3.84665, 2.47049, 8.90138)
C (-4.27397, 2.70095, 7.51793)
C (-5.76104, 2.64271, 7.67238)
O (-5.94037, 1.69608, 8.70941)
C (-4.83783, 1.50831, 9.47659)
H (-3.81850, 3.40563, 9.46069)
H (-2.84190, 2.07078, 9.03855)
H (-3.82255, 2.01517, 6.80096)
H (-4.10212, 3.66853, 7.04638)
H (-6.35190, 2.24998, 6.84488)
H (-6.11077, 3.60871, 8.03657)
H (-4.62078, 0.44193, 9.41488)
H (-5.01984, 1.84919, 10.49579)
C (0.17537, -0.50136, -7.72835)
C (0.29723, -1.71950, -8.60478)
C (1.48751, -2.40874, -8.07597)
O (2.28665, -1.40363, -7.59642)
C (1.56918, -0.15509, -7.42875)
H (-0.39614, -0.80056, -6.84973)
H (-0.41863, 0.33284, -8.10166)
H (0.44770, -1.40489, -9.63749)
H (-0.59079, -2.34776, -8.53552)
H (1.99270, -3.12920, -8.71924)
H (1.08989, -2.99170, -7.24522)
H (1.97720, 0.55328, -8.14975)
H (1.64597, 0.12115, -6.37711)
C (3.91717, 4.69676, 3.69647)
C (4.99397, 5.75448, 3.84593)
C (6.21902, 4.89679, 3.76908)
O (5.93232, 3.74874, 2.98378)
C (4.55080, 3.66028, 2.70114)
H (3.02031, 5.20358, 3.34027)
H (3.70927, 4.18090, 4.63390)
H (4.97018, 6.19084, 4.84450)
H (5.02892, 6.46331, 3.01862)
H (6.47601, 4.56468, 4.77494)
H (6.99601, 5.56628, 3.40007)
H (4.21326, 2.64519, 2.91029)
H (4.32805, 4.11002, 1.73355)
C (-0.64693, -0.16133, 1.32050)
C (0.09717, -0.66994, 0.13652)
C (-1.00200, -1.35978, -0.67069)
O (-2.11680, -1.56968, 0.14725)
C (-1.66108, -1.31483, 1.53662)
H (-1.32185, 0.61132, 0.95228)
H (-0.12121, 0.16284, 2.21863)
H (0.83884, -1.37270, 0.51621)
H (0.57767, 0.15638, -0.38732)
H (-0.81583, -2.21886, -1.31523)
H (-1.28814, -0.51651, -1.29926)
H (-1.14901, -2.15994, 1.99670)
H (-2.45868, -1.02639, 2.22126)
N (-3.91264, 4.13487, -4.03191)
C (-5.17630, 3.65936, -3.80683)
C (-6.36034, 4.32043, -4.20366)
C (-6.24412, 5.56756, -4.65121)
C (-5.01693, 6.14211, -4.87420)
C (-3.85423, 5.39796, -4.51336)
H (-5.14640, 2.62176, -3.50872)
H (-7.30164, 3.80596, -4.07847)
H (-7.12037, 6.07718, -5.02384)
H (-4.82556, 7.12460, -5.27975)
H (-2.85661, 5.76095, -4.71180)

=====

Strongest force on any atom for every record listed, in sequence, given in eV Å⁻¹: 0.31; 3.35; 4.78; 3.80.
Relative energy (zero: lowest compared OMol25 entry of this formula, charge and spin) for every record listed, in sequence, given in eV: 0.220; 1.636; 6.502; 1.808.